31
Properties=species:S:1:pos:R:3 method="wB97M-V/def2-TZVPD" de_lowest_kj_mol=196.5 smiles="COC1=C(C)CC[C@@]1(O)c1ccccc1" homo_lumo_gap_ev=9.20
C -1.79 2.07 1.90
O -0.68 1.35 1.38
C -0.93 0.33 0.54
C -1.92 0.18 -0.34
C -2.97 1.18 -0.77
C -1.75 -1.11 -1.11
C -0.82 -1.94 -0.31
C -0.06 -0.94 0.60
O -0.03 -1.37 1.94
C 1.35 -0.51 0.09
C 2.49 -0.30 0.92
C 3.73 0.04 0.42
C 3.90 0.18 -0.89
C 2.87 0.09 -1.76
C 1.58 -0.33 -1.26
H -2.00 2.88 1.22
H -1.43 2.33 3.00
H -2.75 1.46 1.86
H -3.09 1.99 -0.02
H -3.83 0.69 -1.07
H -2.56 1.63 -1.64
H -2.77 -1.54 -1.24
H -1.35 -1.00 -2.07
H -1.33 -2.77 0.32
H -0.03 -2.48 -0.76
H 0.62 -2.02 1.91
H 2.49 -0.45 1.91
H 4.41 0.20 1.21
H 5.04 0.35 -1.21
H 2.78 0.30 -2.75
H 0.83 -0.50 -2.03

---

30
Properties=species:S:1:pos:R:3 method="wB97M-V/def2-TZVPD" de_lowest_kj_mol=7.0 smiles=C[Si](C)(C)c1cccc2ccccc12 homo_lumo_gap_ev=8.80
C -2.95 -1.36 -1.03
Si -1.32 -1.21 -0.10
C -0.42 -2.81 -0.33
C -1.95 -1.01 1.66
C -0.21 0.22 -0.67
C -0.61 0.99 -1.71
C 0.14 2.07 -2.19
C 1.34 2.40 -1.59
C 1.74 1.73 -0.39
C 2.82 2.14 0.41
C 3.13 1.52 1.58
C 2.30 0.49 2.04
C 1.29 0.00 1.27
C 0.94 0.62 0.07
H -3.15 -2.38 -1.36
H -3.14 -0.70 -1.85
H -3.70 -1.08 -0.29
H -0.72 -3.18 -1.31
H -0.62 -3.56 0.45
H 0.65 -2.72 -0.39
H -2.72 -1.75 1.87
H -1.14 -1.15 2.37
H -2.39 -0.03 1.77
H -1.44 0.65 -2.30
H -0.24 2.68 -3.00
H 1.92 3.23 -1.98
H 3.31 3.05 0.14
H 3.95 1.87 2.20
H 2.53 0.08 3.01
H 0.66 -0.79 1.64

---

40
Properties=species:S:1:pos:R:3 method="wB97M-V/def2-TZVPD" de_lowest_kj_mol=351.4 charge=+2 homo_lumo_gap_ev="4.17 / 4.18"
Au 0.62 0.54 0.05
C -0.91 1.69 2.41
C -2.16 1.70 1.52
N -1.77 1.65 0.12
C -2.58 0.94 -0.86
C -2.69 -0.56 -0.65
S -1.08 -1.51 -0.05
C -1.35 -1.44 1.76
C -0.26 -0.76 2.58
N 0.09 0.60 2.10
H -0.38 2.63 2.28
H -1.19 1.61 3.46
H -2.83 0.87 1.76
H -2.72 2.61 1.77
H -1.59 2.58 -0.23
H -3.63 1.29 -0.90
H -2.16 1.13 -1.84
H -3.41 -0.87 0.11
H -2.90 -1.03 -1.61
H -2.32 -0.99 1.91
H -1.40 -2.49 2.04
H -0.62 -0.72 3.61
H 0.65 -1.35 2.56
H 0.94 0.86 2.59
I 0.76 -6.42 -0.37
C 0.02 -4.50 -0.28
C -1.27 -4.22 -0.52
N -1.81 -2.95 -0.49
N 0.61 -2.13 0.03
C 0.90 -3.39 -0.06
H -1.99 -4.99 -0.78
H -2.77 -2.87 -0.80
H 1.97 -3.60 0.04
N 1.00 0.55 -1.89
C 0.91 -0.07 -2.88
C 0.58 -0.74 -4.02
C -0.83 -0.95 -4.12
N -1.97 -1.09 -4.00
C 1.53 -1.25 -4.95
N 2.31 -1.67 -5.69

---

41
Properties=species:S:1:pos:R:3 method="wB97M-V/def2-TZVPD" de_lowest_kj_mol=0.0 charge=+1 homo_lumo_gap_ev=9.59
Co 0.41 -0.18 -0.50
C -0.78 -1.62 3.26
C 0.00 -1.75 2.12
N -0.21 -0.73 1.30
N -1.14 0.06 1.88
C -1.49 -0.45 3.07
B -1.58 1.39 1.23
N -2.22 1.05 -0.13
C -3.41 1.33 -0.67
C -3.49 0.71 -1.90
C -2.27 0.05 -2.04
N -1.52 0.26 -0.97
N -0.27 2.18 0.94
C 0.14 3.39 1.34
C 1.42 3.59 0.85
C 1.72 2.42 0.16
N 0.69 1.58 0.23
H -0.83 -2.29 4.11
H 0.69 -2.53 1.88
H -2.22 0.05 3.68
H -2.32 2.01 1.93
H -4.13 1.93 -0.13
H -4.32 0.72 -2.59
H -1.91 -0.57 -2.84
H -0.50 4.01 1.93
H 2.04 4.46 0.99
H 2.62 2.15 -0.36
N 1.30 -3.85 -1.83
C 1.25 -2.67 -1.21
O 0.22 -1.95 -1.31
C 2.39 -2.19 -0.36
C 2.28 -0.68 -0.17
H 0.49 -4.18 -2.33
H 2.10 -4.44 -1.74
H 3.35 -2.53 -0.75
H 2.27 -2.72 0.59
H 2.93 -0.18 -0.89
H 2.60 -0.37 0.83
N 1.23 0.86 -3.25
C 0.91 0.47 -2.22
H 1.53 1.23 -4.13

---

38
Properties=species:S:1:pos:R:3 method="wB97M-V/def2-TZVPD" spin_multiplicity=3 s2=2.11 homo_lumo_gap_ev="6.38 / 8.35"
C -0.51 1.75 1.82
C -0.11 -1.60 2.27
H 0.50 2.02 2.11
H -1.06 1.46 2.73
H -1.06 2.55 1.34
H -0.05 -2.35 1.49
H 0.37 -2.12 3.09
H -1.14 -1.40 2.55
C 0.56 2.63 -0.79
C 0.86 3.43 -1.89
C 1.09 2.84 -3.12
C 0.96 1.46 -3.22
H 0.39 3.06 0.20
H 0.92 4.51 -1.73
H 1.35 3.43 -4.00
H 1.11 0.93 -4.16
N 0.45 1.29 -0.87
C 0.64 0.69 -2.09
C 0.48 -0.76 -2.11
N 0.20 -1.35 -0.91
C 0.04 -2.69 -0.89
C 0.49 -2.91 -3.24
C 0.21 -3.50 -2.01
H -0.21 -3.15 0.06
H 0.10 -4.57 -1.87
C 0.62 -1.53 -3.28
H 0.81 -1.01 -4.22
H 0.60 -3.52 -4.14
Ni -0.20 0.05 0.68
C -2.09 0.05 0.65
H -2.48 -0.96 0.50
H -2.40 0.65 -0.22
H -2.56 0.48 1.54
F 0.71 -0.13 3.35
B 0.20 0.03 4.81
F -1.18 -0.17 4.74
F 0.89 -0.91 5.58
F 0.51 1.32 5.24

---

38
Properties=species:S:1:pos:R:3 method="wB97M-V/def2-TZVPD" de_lowest_kj_mol=0.0 charge=+2 homo_lumo_gap_ev="5.87 / 5.04"
C -0.33 0.76 1.69
C 0.05 -0.64 1.47
H 0.42 1.44 1.27
H -0.39 1.01 2.76
H -1.28 1.01 1.19
H 0.37 -0.83 0.44
H 0.87 -0.96 2.13
H -0.76 -1.33 1.70
C -0.20 2.59 -2.18
C 0.74 3.35 -2.89
C 1.60 2.71 -3.80
C 1.54 1.32 -3.88
H -0.73 2.96 -1.30
H 0.78 4.43 -2.72
H 2.24 3.26 -4.48
H 2.28 0.74 -4.44
N -0.49 1.31 -2.58
C 0.48 0.63 -3.28
C 0.30 -0.82 -3.43
N -0.83 -1.38 -2.86
C -0.89 -2.72 -2.67
C 0.94 -3.02 -4.24
C -0.05 -3.57 -3.39
H -1.63 -3.08 -1.94
H -0.18 -4.64 -3.30
C 1.17 -1.65 -4.16
H 1.99 -1.14 -4.68
H 1.49 -3.60 -5.00
Sn -2.37 0.16 -2.87
C -3.11 -0.20 -0.81
H -3.24 -1.29 -0.77
H -4.12 0.26 -0.83
H -2.45 0.18 -0.03
F 2.21 0.28 5.06
B 1.17 0.58 5.98
F 0.78 -0.61 6.68
F 1.59 1.57 6.91
F 0.04 1.07 5.24